1.
A molecular structure, C50H127CaN9O17 at a distorted geometry. Source: the Open Molecules 2025 dataset; level of theory: ωB97M-V with the def2-TZVPD basis set.

The geometry in XYZ format:
```
204
Properties=species:S:1:pos:R:3:mulliken_charge:R:1
Ca -4.1836 5.6314 4.0087 0.900
O -1.2910 4.4477 1.2693 -0.584
C -0.8801 3.1245 1.1078 -0.334
C -1.8519 1.8468 1.5455 -0.303
O -2.4501 2.0294 2.8228 -0.639
H 0.0885 3.0125 1.5950 0.226
H -0.5660 3.0350 0.0678 0.280
H -1.2807 0.9258 1.6626 0.225
H -2.5868 1.6978 0.7544 0.193
C -1.3381 -0.0099 -6.7579 -0.730
O -1.1882 -0.5684 -8.0960 -0.323
C 0.1483 -0.4049 -8.5751 -0.555
C 1.0367 -1.6017 -8.1906 -0.747
N 0.4610 -2.9250 -8.4641 -0.461
C 0.2641 -3.0950 -9.9030 -0.166
C -0.7943 -4.1693 -10.1637 -0.851
O -2.1210 -3.7814 -10.1693 -0.357
C -2.5351 -2.9753 -11.2638 -0.673
H -1.3073 1.0790 -6.7956 0.302
H -0.5532 -0.3644 -6.0897 0.298
H -2.3002 -0.3284 -6.3566 0.253
H 0.5662 0.5325 -8.2079 0.440
H 0.1042 -0.2513 -9.6533 0.340
H 1.1583 -1.5751 -7.1078 0.313
H 2.0257 -1.5237 -8.6420 0.398
H -0.4723 -2.7852 -8.1043 0.331
H 1.2269 -3.4255 -10.2927 0.344
H 0.0829 -2.1841 -10.4736 0.221
H -0.6216 -4.9347 -9.4071 0.375
H -0.6272 -4.6822 -11.1109 0.453
H -2.1342 -3.3286 -12.2138 0.335
H -2.2380 -1.9542 -11.0248 0.207
H -3.6058 -3.0691 -11.4451 0.254
C -9.0061 -5.2718 1.4770 -0.755
O -9.2686 -6.5063 0.8166 -0.314
C -9.7383 -6.4355 -0.5514 -0.641
C -9.7383 -7.7624 -1.2476 -0.530
N -10.6535 -8.6719 -0.5451 -0.215
C -10.9019 -9.9380 -1.1560 -0.586
C -11.9349 -10.7129 -0.3458 -0.530
O -12.4429 -11.7774 -1.0891 -0.298
C -13.5685 -12.4105 -0.5235 -0.743
H -9.8505 -4.6041 1.6482 0.298
H -8.2678 -4.6375 0.9863 0.309
H -8.5654 -5.5341 2.4388 0.256
H -9.1985 -5.6783 -1.1200 0.440
H -10.7459 -6.0209 -0.5818 0.322
H -8.7229 -8.1584 -1.2669 0.317
H -10.1926 -7.6023 -2.2254 0.330
H -10.5075 -8.8027 0.4457 0.220
H -9.9472 -10.4601 -1.2194 0.259
H -11.2230 -9.7603 -2.1823 0.302
H -12.7227 -10.0584 0.0273 0.389
H -11.4479 -11.1626 0.5194 0.303
H -13.7948 -13.1909 -1.2501 0.252
H -14.4229 -11.7504 -0.3741 0.311
H -13.3299 -12.9607 0.3867 0.305
C 5.7983 2.3208 -5.3647 -0.803
O 6.3553 2.3863 -6.6902 -0.292
C 7.4251 3.3316 -6.7610 -0.577
C 8.1899 3.2485 -8.0306 -0.563
N 7.2453 3.3019 -9.1664 -0.320
C 8.0250 3.0202 -10.3442 -0.620
C 7.1144 2.9087 -11.5733 -0.721
O 6.1179 1.8390 -11.4535 -0.378
C 6.7544 0.6009 -11.3575 -0.550
H 5.5359 3.3270 -5.0379 0.322
H 6.2982 1.7906 -4.5541 0.287
H 4.8065 1.8835 -5.4796 0.263
H 8.1767 3.1906 -5.9843 0.380
H 6.9860 4.3147 -6.5910 0.375
H 8.7937 2.3414 -8.0033 0.357
H 8.8718 4.0987 -8.0477 0.271
H 6.4514 2.6863 -9.0628 0.308
H 8.6823 2.1625 -10.2014 0.389
H 8.6888 3.8814 -10.4214 0.399
H 7.6150 2.8207 -12.5375 0.414
H 6.6292 3.8841 -11.6097 0.351
H 6.0541 -0.2308 -11.4341 0.222
H 7.2383 0.5413 -10.3826 0.183
H 7.4324 0.7044 -12.2047 0.304
C 5.5973 -9.3440 3.2178 -0.676
O 5.0710 -9.0626 1.9512 -0.316
C 6.0122 -8.4209 1.1051 -0.694
C 5.3368 -7.7309 -0.0615 -0.632
N 4.2924 -6.8422 0.4521 -0.289
C 3.5606 -6.3644 -0.6858 -0.563
C 2.3128 -5.6229 -0.2719 -0.708
O 1.1977 -6.5184 -0.0414 -0.335
C 0.0529 -5.9124 0.5259 -0.656
H 6.3617 -10.1154 3.1238 0.283
H 4.8487 -9.7751 3.8825 0.234
H 6.0152 -8.4127 3.6002 0.283
H 6.6528 -9.2046 0.7007 0.403
H 6.6400 -7.6413 1.5366 0.400
H 4.9538 -8.5727 -0.6384 0.359
H 6.0432 -7.1451 -0.6496 0.333
H 3.7777 -7.2718 1.2075 0.263
H 3.2871 -7.1758 -1.3603 0.325
H 4.2356 -5.7203 -1.2494 0.300
H 1.9949 -4.8365 -0.9565 0.548
H 2.4740 -4.9550 0.5743 0.358
H -0.2052 -5.0554 -0.0961 0.290
H 0.3453 -5.5316 1.5044 0.259
H -0.8051 -6.5777 0.6221 0.234
C 7.7587 -4.9383 7.0157 -0.658
O 7.9828 -3.5817 6.7929 -0.357
C 7.6634 -3.1785 5.4503 -0.710
C 6.1719 -3.1758 5.0569 -0.629
N 5.4438 -2.3815 5.9702 -0.296
C 4.0496 -2.1350 5.5724 -0.912
C 3.0924 -3.3701 5.7941 -0.369
O 3.3137 -3.9124 7.0835 -0.350
C 2.3279 -4.9657 7.3045 -0.849
H 8.2779 -5.6867 6.4170 0.308
H 6.6964 -5.1825 7.0225 0.214
H 8.1426 -5.2064 8.0000 0.276
H 8.1713 -3.8157 4.7263 0.380
H 7.9561 -2.1412 5.2874 0.342
H 5.7144 -4.1594 5.1635 0.345
H 5.8971 -2.7923 4.0743 0.476
H 5.4302 -2.8329 6.8736 0.316
H 4.0415 -1.8590 4.5180 0.394
H 3.6818 -1.2331 6.0616 0.355
H 3.2333 -4.1839 5.0828 0.332
H 2.0721 -3.0175 5.6432 0.458
H 2.7028 -5.9845 7.2064 0.299
H 1.3935 -4.9635 6.7431 0.334
H 1.9413 -4.9018 8.3217 0.298
C 5.0112 12.4451 4.1591 -0.649
O 4.5036 11.7078 3.0765 -0.349
C 3.6437 10.6521 3.5884 -0.591
C 4.4209 9.3104 3.7512 -0.179
N 3.5185 8.2399 4.1240 -0.349
C 4.2246 7.1600 4.7678 -0.775
C 5.3456 6.4501 3.8992 -0.479
O 6.5560 7.1568 3.6211 -0.332
C 6.9869 7.2140 2.3178 -0.751
H 5.5556 11.7172 4.7606 0.278
H 4.2309 12.8860 4.7795 0.267
H 5.6917 13.2149 3.7950 0.251
H 2.8747 10.5071 2.8297 0.274
H 3.0588 10.9272 4.4661 0.395
H 5.1551 9.3940 4.5525 0.302
H 4.9644 9.0301 2.8489 0.040
H 2.9988 7.8621 3.3448 0.285
H 3.4690 6.3949 4.9458 0.399
H 4.6429 7.4567 5.7296 0.342
H 4.8290 6.2120 2.9694 0.349
H 5.7213 5.5575 4.3994 0.388
H 6.1775 7.4013 1.6122 0.364
H 7.3876 6.2181 2.1287 0.314
H 7.7942 7.9400 2.2214 0.204
C -4.3988 -0.9571 10.1825 -1.325
C -5.1103 0.3660 10.5938 0.355
C -5.1118 0.5434 12.1395 -0.756
O -5.7952 -0.4374 12.8951 -0.328
C -5.6438 -0.2203 14.2951 -0.679
N -4.4754 1.5161 9.9490 -0.716
H -4.7658 -1.2036 9.1862 0.355
H -4.6119 -1.7163 10.9350 0.361
H -3.3119 -0.8756 10.1927 0.324
H -6.1588 0.3360 10.2973 0.273
H -5.6041 1.4896 12.3638 0.387
H -4.0808 0.5032 12.4912 0.346
H -5.8923 0.8067 14.5631 0.284
H -4.6064 -0.4625 14.5256 0.309
H -6.2572 -0.9963 14.7530 0.240
H -3.5637 1.6253 10.3695 0.280
H -4.2170 1.1927 9.0277 0.290
C -9.9436 3.4372 5.1629 -1.503
C -8.7239 3.8432 4.3215 0.415
C -8.9650 4.2910 2.8960 -0.876
O -7.7676 4.6392 2.1895 -0.252
C -7.9322 4.7547 0.7790 -0.772
N -8.0705 4.9637 5.0564 -0.577
H -10.7982 4.1122 5.1156 0.375
H -9.6369 3.2291 6.1879 0.418
H -10.4136 2.5584 4.7214 0.378
H -8.0482 2.9910 4.2478 0.237
H -9.7477 5.0433 2.7984 0.409
H -9.4194 3.4547 2.3649 0.386
H -8.3703 3.9161 0.2378 0.288
H -6.9519 5.0317 0.3910 0.251
H -8.5983 5.6108 0.6713 0.335
H -8.0992 4.6371 6.0117 0.258
H -8.7554 5.6896 5.2113 0.265
C 1.9400 9.6538 -3.7476 -1.303
C 0.6296 9.4945 -4.5617 0.234
C 0.7938 8.3470 -5.6102 -0.679
O 1.9165 8.6668 -6.4926 -0.302
C 2.0175 7.6662 -7.5047 -0.702
N -0.5167 9.2845 -3.7097 -0.691
H 2.2764 8.6887 -3.3688 0.288
H 1.8782 10.3560 -2.9162 0.413
H 2.6945 9.9400 -4.4803 0.319
H 0.5373 10.4711 -5.0369 0.271
H -0.1053 8.0643 -6.1577 0.425
H 1.0317 7.4868 -4.9844 0.317
H 2.4956 6.8284 -6.9971 0.291
H 2.6774 7.9609 -8.3206 0.248
H 1.0535 7.3621 -7.9126 0.282
H -0.4106 10.0488 -3.0579 0.302
H -0.3636 8.4099 -3.2284 0.286
```

## Properties
- Frontier orbital gap: 0.1033 hartree
- Relative energy (zero: lowest compared OMol25 entry of this formula, charge and spin): 1170.1 kJ/mol
- HOMO: -5.865 eV
- Molecular weight: 1166.69 Da
- Total charge: 0

2.
A molecular structure, C50H128As2F18N9O12S2 at a distorted geometry. Source: the Open Molecules 2025 dataset; level of theory: ωB97M-V with the def2-TZVPD basis set.

The geometry in XYZ format:
```
221
Properties=species:S:1:pos:R:3:lowdin_spin:R:1
C 2.2627 1.5794 1.3301 0.000
F 2.9340 1.5916 0.1419 0.000
F 2.9358 0.7291 2.1614 0.000
F 1.9808 2.7469 1.9424 0.000
S 0.5285 0.6785 1.2765 0.000
O 0.9409 -0.5655 0.5566 0.000
O 0.1332 0.4921 2.6186 0.000
N -0.5229 1.7801 0.2610 0.000
S -1.7885 1.0125 0.3185 0.000
O -1.7683 -0.2872 -0.3194 0.000
O -2.5104 1.0744 1.6050 0.000
C -2.8618 2.2029 -0.8495 0.000
F -2.9901 3.4466 -0.4270 0.000
F -2.3786 2.2427 -2.0616 0.000
F -4.1002 1.6418 -0.9985 0.000
C 5.9386 1.7298 -2.3169 0.000
C 6.5074 0.9097 -3.4403 0.000
N 7.9053 1.2393 -3.9548 0.001
C 8.7574 1.6213 -2.6983 0.007
C 8.5633 -0.0272 -4.5474 0.000
C 7.7338 -0.7612 -5.5334 0.000
C 7.9455 2.3114 -5.1375 0.002
C 7.3776 3.7803 -4.8968 0.069
O 7.9489 4.3909 -3.7478 0.667
C 7.1357 5.4744 -3.3034 0.094
H 6.5468 1.4412 -1.4596 0.000
H 4.8812 1.5633 -2.1117 0.000
H 6.0372 2.7716 -2.6220 0.000
H 5.8891 0.8651 -4.3369 0.000
H 6.6112 -0.1407 -3.1683 0.000
H 8.5214 0.9266 -1.8922 0.001
H 8.4770 2.6403 -2.4316 0.002
H 9.7603 1.5689 -3.1218 0.000
H 8.6473 -0.7155 -3.7064 0.000
H 9.4817 0.2644 -5.0568 0.000
H 8.3967 -1.4606 -6.0428 0.000
H 7.1848 -0.2810 -6.3434 0.000
H 7.0131 -1.3387 -4.9544 0.000
H 7.3401 1.9153 -5.9528 0.000
H 8.9967 2.4551 -5.3873 0.000
H 6.3046 3.5935 -4.8543 0.027
H 7.4108 4.3717 -5.8118 0.037
H 6.1955 5.0016 -3.0194 0.040
H 7.0822 6.2379 -4.0794 0.046
H 7.5004 6.0819 -2.4751 0.001
C 4.4755 -1.6255 9.2949 0.000
C 4.3708 -0.3796 8.3311 0.000
N 2.8911 -0.0645 7.7385 0.000
C 2.2653 -1.3623 7.1449 0.000
C 1.9526 0.2617 8.9253 0.000
C 2.1595 1.5873 9.6441 0.000
C 2.8972 1.1549 6.6721 0.000
C 3.4240 0.7494 5.2787 0.000
O 4.6230 0.0249 5.3605 0.000
C 5.4268 0.1856 4.2155 0.000
H 3.8752 -2.5186 9.1213 0.000
H 4.1321 -1.2610 10.2630 0.000
H 5.4775 -2.0234 9.4553 0.000
H 5.1314 -0.4310 7.5520 0.000
H 4.6768 0.5450 8.8205 0.000
H 2.0784 -2.0661 7.9560 0.000
H 3.1030 -1.9062 6.7085 0.000
H 1.4215 -1.0584 6.5254 0.000
H 2.0725 -0.5637 9.6270 0.000
H 0.9409 0.1506 8.5352 0.000
H 1.8365 2.4509 9.0627 0.000
H 3.2457 1.6557 9.7042 0.000
H 1.6063 1.7077 10.5756 0.000
H 3.3633 2.0204 7.1430 0.000
H 1.8627 1.4981 6.6784 0.000
H 3.5215 1.7424 4.8397 0.000
H 2.6597 0.1521 4.7815 0.000
H 5.2599 1.0258 3.5414 0.000
H 5.4160 -0.7416 3.6426 0.000
H 6.4975 0.0917 4.3969 0.000
C -4.2933 -3.2799 0.6693 0.000
C -3.3756 -4.4523 1.1484 0.000
N -4.1562 -5.4403 2.0757 0.000
C -5.4932 -5.7763 1.3843 0.000
C -3.3710 -6.8587 2.1958 0.000
C -1.9486 -6.7977 2.7893 0.000
C -4.5043 -4.7760 3.4458 0.000
C -5.5953 -5.4272 4.3193 0.000
O -5.2937 -6.7372 4.5050 0.000
C -6.2982 -7.5137 5.1128 0.000
H -3.5267 -2.6383 0.2349 0.000
H -4.8270 -2.7418 1.4526 0.000
H -4.9796 -3.5516 -0.1328 0.000
H -2.5253 -3.9944 1.6538 0.000
H -3.0779 -5.0863 0.3132 0.000
H -5.4026 -6.0787 0.3410 0.000
H -6.3615 -5.1413 1.5603 0.000
H -5.9761 -6.6578 1.8059 0.000
H -3.2573 -7.1475 1.1509 0.000
H -4.1289 -7.5397 2.5829 0.000
H -1.3396 -5.9492 2.4774 0.000
H -1.3943 -7.6946 2.5131 0.000
H -2.1361 -6.6420 3.8517 0.000
H -4.8312 -3.8060 3.0712 0.000
H -3.5190 -4.7495 3.9113 0.000
H -6.5225 -5.1778 3.8034 0.000
H -5.5670 -5.0011 5.3221 0.000
H -5.7418 -8.4445 5.2230 0.000
H -7.1209 -7.7822 4.4501 0.000
H -6.6727 -7.4183 6.1320 0.000
C -6.1394 -6.0237 -5.7047 0.000
C -6.1175 -5.1930 -4.3668 0.000
N -6.2129 -3.6335 -4.4166 0.000
C -5.1221 -3.0364 -5.1923 0.000
C -7.5571 -3.1550 -5.1255 0.000
C -8.7620 -3.4857 -4.2067 0.000
C -5.9015 -3.0836 -2.9596 0.000
C -5.7685 -1.5653 -2.7297 0.000
O -6.7051 -0.8322 -3.4524 0.000
C -6.8662 0.5043 -2.9425 0.000
H -6.1314 -7.1079 -5.5922 0.000
H -5.4084 -5.6887 -6.4405 0.000
H -7.1225 -5.8077 -6.1231 0.000
H -5.1445 -5.3503 -3.9015 0.000
H -6.8525 -5.5758 -3.6587 0.000
H -4.0890 -3.1966 -4.8839 0.000
H -5.1333 -1.9489 -5.2648 0.000
H -5.1610 -3.5163 -6.1702 0.000
H -7.6053 -3.7254 -6.0531 0.000
H -7.4085 -2.1207 -5.4358 0.000
H -8.5593 -2.9213 -3.2965 0.000
H -8.8804 -4.5590 -4.0583 0.000
H -9.7753 -3.2669 -4.5435 0.000
H -4.9781 -3.6342 -2.7803 0.000
H -6.7421 -3.5479 -2.4439 0.000
H -4.8989 -1.1684 -3.2534 0.000
H -5.7718 -1.3569 -1.6598 0.000
H -7.5149 1.0973 -3.5872 0.000
H -5.9417 1.0769 -2.8684 0.000
H -7.3626 0.4243 -1.9754 0.000
C -0.5930 5.1816 1.8489 0.000
C -0.4768 5.5993 0.3614 0.000
C 0.4713 6.9399 0.2920 0.000
O 1.7381 6.8061 0.8618 0.000
C 2.6218 7.8627 0.4780 0.000
N 0.1041 4.4627 -0.4956 0.000
H -0.2315 4.6007 -1.4382 0.000
H 1.1095 4.3673 -0.4900 0.000
H -0.2395 3.5922 -0.1159 0.000
H 0.3400 4.7648 2.2282 0.000
H -1.3796 4.4564 2.0576 0.000
H -0.8427 6.0054 2.5175 0.000
H -1.4236 5.8118 -0.1351 0.000
H -0.2243 7.6987 0.6505 0.000
H 0.5607 7.1825 -0.7669 0.000
H 3.6475 7.5908 0.7271 0.000
H 2.3221 8.7232 1.0763 0.000
H 2.5576 8.1379 -0.5747 0.000
C 2.1853 -0.6708 -3.1615 0.000
C 2.0218 -1.9682 -2.4487 0.000
C 3.1491 -2.4169 -1.4582 0.000
O 2.8993 -3.7704 -0.9865 0.000
C 3.7000 -4.8370 -1.5733 0.000
N 0.6292 -2.1489 -1.8080 0.000
H 0.6307 -3.0248 -1.3050 0.000
H 0.4185 -1.4441 -1.1160 0.000
H -0.1082 -2.1505 -2.4981 0.000
H 1.7003 -0.0184 -2.4354 0.000
H 1.6094 -0.4830 -4.0677 0.000
H 3.2512 -0.4639 -3.2575 0.000
H 1.9482 -2.7237 -3.2309 0.000
H 3.0497 -1.8259 -0.5478 0.000
H 4.1560 -2.3889 -1.8746 0.000
H 4.7300 -4.6605 -1.2632 0.000
H 3.6296 -4.7065 -2.6532 0.000
H 3.2143 -5.7623 -1.2637 0.000
C -4.1937 0.9764 6.5268 0.000
C -4.0466 0.5099 5.1017 0.000
C -5.3886 0.7101 4.2540 0.000
O -5.2350 0.4253 2.8676 0.000
C -6.3391 0.5924 2.0377 0.000
N -2.8224 1.1464 4.4293 0.000
H -2.0031 0.6331 4.7216 0.000
H -2.8838 0.9993 3.4319 0.000
H -2.9004 2.1413 4.5850 0.000
H -4.9706 0.3664 6.9878 0.000
H -4.3681 2.0524 6.5175 0.000
H -3.3805 0.9124 7.2498 0.000
H -3.7863 -0.5482 5.0737 0.000
H -5.6427 1.7671 4.1746 0.000
H -6.1485 0.0962 4.7375 0.000
H -6.8312 1.5646 2.0113 0.000
H -7.1214 -0.1312 2.2668 0.000
H -6.1459 0.2444 1.0229 0.000
C -0.0191 5.6654 -5.5746 0.000
C 0.1129 4.1784 -5.6986 0.000
C 1.3574 3.5094 -4.9942 0.000
O 1.3521 3.5270 -3.4996 0.000
C 2.5245 3.0947 -2.8339 0.000
N -1.2280 3.5601 -5.3358 0.000
H -1.4150 2.6700 -5.7750 0.000
H -1.3115 3.4738 -4.3330 0.000
H -2.0661 4.0068 -5.6795 0.000
H 0.9482 6.1662 -5.6148 0.000
H -0.4492 5.9931 -4.6281 0.000
H -0.5835 6.1377 -6.3787 0.000
H 0.1559 4.0943 -6.7845 0.000
H 2.2581 3.8405 -5.5110 0.000
H 1.2255 2.4367 -5.1358 0.000
H 2.5944 3.1393 -1.7470 0.000
H 3.3100 3.6940 -3.2943 0.000
H 2.8053 2.0752 -3.0980 0.000
As 5.9519 4.8034 0.6050 0.000
F 6.9676 3.9767 -0.6719 0.000
F 6.0297 3.4511 1.7318 0.000
F 4.9847 5.8004 1.7866 0.000
F 5.7958 6.2100 -0.4977 0.003
F 4.4726 4.1264 -0.1234 0.000
F 7.4580 5.4528 1.3524 0.000
As -1.7770 -0.2848 -4.7738 0.000
F -0.5709 0.4260 -3.7118 0.000
F -3.0525 0.8740 -4.2440 0.000
F -2.9586 -1.0609 -5.7992 0.000
F -0.4843 -1.4587 -5.3743 0.000
F -2.3467 -1.3781 -3.3595 0.000
F -1.3900 0.9219 -6.0992 0.000
```

## Properties
- Frontier orbital gap (alpha / beta): 0.3331 / 0.1051 hartree
- Expectation value of S²: 0.754
- HOMO (alpha / beta): -19.387 / -19.387 eV
- Molecular weight: 1603.57 Da
- Multiplicity: 2
- Total charge: +6

Question: Among the records above, which one has the highest total charge?
Answer: C50H128As2F18N9O12S2